118
Properties=species:S:1:pos:R:3 method="wB97M-V/def2-TZVPD" de_lowest_kj_mol=60.4 charge=+3 lumo_ev=-7.771 homo_ev=-14.5
Hf -1.82 -0.84 -0.56
C -4.36 -0.68 -2.65
N -4.11 -1.17 -1.28
C -4.47 -2.60 -1.22
C -4.04 -3.19 0.09
C -4.75 -4.21 0.71
C -4.30 -4.70 1.92
C -3.15 -4.15 2.48
C -2.50 -3.14 1.80
N -2.93 -2.66 0.63
C -4.90 -0.39 -0.30
C -4.45 1.05 -0.32
C -5.33 2.08 -0.03
C -4.92 3.39 -0.21
C -3.64 3.62 -0.70
C -2.81 2.54 -0.93
N -3.19 1.27 -0.72
C -3.12 -0.75 -3.50
C -3.21 -0.97 -4.86
C -2.07 -0.84 -5.64
C -0.89 -0.47 -5.02
C -0.86 -0.32 -3.65
N -1.95 -0.48 -2.88
H -5.18 -1.22 -3.12
H -4.65 0.37 -2.61
H -5.54 -2.75 -1.37
H -3.94 -3.11 -2.03
H -5.64 -4.60 0.24
H -4.83 -5.50 2.42
H -2.76 -4.50 3.42
H -1.60 -2.69 2.20
H -5.97 -0.44 -0.53
H -4.75 -0.83 0.69
H -6.34 1.86 0.30
H -5.59 4.21 -0.01
H -3.30 4.62 -0.92
H -1.80 2.69 -1.29
H -4.17 -1.20 -5.31
H -2.11 -1.02 -6.70
H 0.01 -0.32 -5.60
H 0.04 -0.04 -3.14
C -4.41 0.65 5.47
C -3.21 0.36 4.56
C -3.27 1.26 3.33
S -1.91 1.18 2.13
O -2.08 -0.23 1.49
C -0.48 1.10 3.26
C -0.08 -0.28 3.78
C 0.87 -1.05 2.86
H -4.35 0.05 6.38
H -5.35 0.42 4.98
H -4.42 1.70 5.76
H -3.23 -0.69 4.25
H -2.30 0.53 5.12
H -3.31 2.31 3.62
H -4.16 1.03 2.73
H -0.76 1.77 4.07
H 0.33 1.58 2.70
H -0.97 -0.88 3.98
H 0.41 -0.12 4.74
H 0.39 -1.28 1.92
H 1.18 -1.98 3.33
H 1.76 -0.46 2.65
Cl -0.47 -4.68 -6.21
C -0.34 -4.12 -4.59
C -1.36 -4.38 -3.68
C -1.28 -3.85 -2.40
C -0.22 -3.03 -2.01
C -0.21 -2.39 -0.65
C 0.82 -2.85 -2.92
C 0.78 -3.40 -4.19
H -2.18 -5.01 -3.98
H -2.02 -4.14 -1.66
H 0.79 -1.98 -0.48
H -0.35 -3.18 0.09
H 1.70 -2.30 -2.60
H 1.61 -3.27 -4.87
C 3.51 2.47 2.68
C 4.82 1.93 2.06
C 5.97 2.89 2.37
C 5.13 0.57 2.71
Si 4.61 1.78 0.16
Br 0.13 0.95 -0.47
C 4.86 0.08 -0.69
C 4.33 0.06 -2.13
C 6.38 -0.15 -0.71
C 4.17 -1.06 0.07
C 4.32 3.40 -0.83
C 3.31 4.29 -0.08
C 5.67 4.13 -0.94
C 3.77 3.15 -2.24
H 3.56 2.33 3.76
H 2.63 1.93 2.31
H 3.37 3.53 2.49
H 6.06 2.97 3.46
H 5.81 3.90 1.98
H 6.93 2.52 1.99
H 5.32 0.75 3.77
H 6.01 0.10 2.30
H 4.28 -0.12 2.65
H 4.86 0.74 -2.79
H 3.26 0.28 -2.18
H 4.48 -0.95 -2.53
H 6.90 0.60 -1.32
H 6.58 -1.13 -1.15
H 6.82 -0.14 0.29
H 3.09 -0.90 0.15
H 4.58 -1.22 1.06
H 4.33 -1.99 -0.49
H 3.70 4.66 0.87
H 2.36 3.78 0.09
H 3.11 5.17 -0.70
H 6.07 4.43 0.03
H 5.52 5.04 -1.52
H 6.43 3.53 -1.45
H 2.84 2.58 -2.22
H 4.50 2.65 -2.88
H 3.57 4.12 -2.70

19
Properties=species:S:1:pos:R:3 method="wB97M-V/def2-TZVPD" de_lowest_kj_mol=266.8 charge=+1 lumo_ev=-3.063 homo_ev=-14.3
C -0.89 1.19 2.17
C -0.80 -0.88 0.71
N -0.48 -1.28 -0.54
N -0.73 0.49 0.96
N -0.84 -1.77 1.69
H 0.44 -0.80 -1.11
H -0.50 -2.23 -0.76
H -0.69 0.90 -0.02
H -1.18 -1.36 2.63
H -1.11 -2.76 1.39
H -0.77 0.47 3.00
H -1.80 1.62 2.18
H 0.01 1.82 2.28
C 1.52 0.59 -2.80
O 1.21 1.06 -1.43
H 2.09 1.34 -1.02
H 2.39 -0.14 -2.76
H 0.48 0.24 -3.13
H 1.66 1.48 -3.46

13
Properties=species:S:1:pos:R:3 method="wB97M-V/def2-TZVPD" de_lowest_kj_mol=460.6 charge=0 lumo_ev=0.552 smiles="PC1=CC12CC2" homo_ev=-8.2
C 0.55 -0.64 -0.09
C -1.00 -0.89 -0.14
C 1.46 0.06 0.78
C 1.99 -0.77 -0.28
C -0.35 0.07 -0.84
P -2.50 -0.73 0.75
H 1.33 1.05 0.80
H 1.59 -0.21 1.83
H 2.44 -0.23 -1.07
H 2.64 -1.52 0.10
H -0.37 0.82 -1.54
H -1.71 0.29 1.64
H -2.24 -1.86 1.69

7
Properties=species:S:1:pos:R:3 method="wB97M-V/def2-TZVPD" de_lowest_kj_mol=254.2 charge=0 lumo_ev="-1.180 / -1.180" homo_ev="-9.5 / -9.5"
C -1.18 1.96 0.14
O 0.72 0.32 -0.19
F -1.53 0.91 0.87
F -2.20 2.77 0.03
S 0.26 1.89 -0.67
Br -0.19 3.99 -1.58
H 0.23 -0.51 -0.04

32
Properties=species:S:1:pos:R:3 method="wB97M-V/def2-TZVPD" de_lowest_kj_mol=90.0 charge=0 lumo_ev=0.371 smiles=ClCCCl.ClCCCl.ClCCCl.ClCCCl homo_ev=-10.4
Cl -0.53 4.49 4.37
C -0.07 3.16 3.31
C -0.23 1.78 3.97
Cl -1.93 1.33 4.09
H 1.01 3.31 3.12
H -0.54 3.31 2.35
H 0.03 2.05 5.00
H 0.30 0.98 3.50
Cl 0.53 -1.54 2.58
C 0.40 -0.63 0.99
C 1.68 -0.05 0.43
Cl 2.31 1.21 1.60
H -0.36 0.07 1.18
H 0.10 -1.42 0.23
H 1.44 0.42 -0.48
H 2.40 -0.88 0.44
Cl 2.62 2.65 -3.02
C 1.43 2.08 -4.14
C 0.06 2.01 -3.60
Cl -0.27 0.57 -2.56
H 1.73 1.10 -4.50
H 1.46 2.70 -5.00
H -0.69 1.92 -4.38
H -0.18 2.93 -3.02
Cl -0.69 -5.60 0.64
C -1.85 -4.36 -0.12
C -1.61 -4.02 -1.53
Cl 0.07 -3.42 -1.93
H -1.75 -3.50 0.50
H -2.80 -4.84 0.04
H -2.18 -3.13 -1.73
H -1.89 -4.69 -2.33

15
Properties=species:S:1:pos:R:3 method="wB97M-V/def2-TZVPD" de_lowest_kj_mol=450.5 charge=0 lumo_ev=1.095 homo_ev=-8.5
C 0.34 0.81 0.01
C 1.04 1.95 0.14
C -2.86 -0.08 -0.60
C 0.26 -0.56 0.66
C 1.13 -1.44 -0.30
N -1.96 -0.52 0.05
N -1.11 -1.00 0.75
H 1.57 2.14 1.06
H 1.04 2.83 -0.49
H -0.24 0.70 -0.95
H -3.74 0.46 -0.41
H 0.63 -0.53 1.68
H 1.30 -2.39 0.12
H 1.95 -0.82 -0.49
H 0.66 -1.56 -1.22